Record 1
Entry from the Open Molecules 2025 dataset: a molecular structure, C26H28IrN2O5PS (ωB97M-V with the def2-TZVPD basis set).

Properties
charge = +2

Each line ends with the natural charge from an NBO analysis.
CARTESIAN COORDINATES (ANGSTROEM)
Ir1 0.70711 1.08011 0.01951  0.910
S1 2.89951 0.43139 1.32195  2.379
P1 -0.18308 -0.71596 0.96618  1.483
O1 -0.30478 0.58112 -1.68745  -0.720
O2 4.26484 0.70051 1.54786  -0.837
O3 -0.35658 -0.36401 -3.68800  -0.612
O4 2.51262 0.09880 -0.12135  -0.920
O5 1.92126 1.55985 1.60480  -0.887
N1 1.05794 1.29930 -4.96192  -0.523
N2 -0.81064 2.33415 0.41824  -0.430
C1 0.36179 -3.55380 -1.84299  -0.125
C2 1.02921 -1.39261 2.13590  -0.409
C3 0.64374 -2.50144 2.87977  -0.108
C4 1.53748 -3.10557 3.75686  -0.177
C5 2.34244 -0.92981 2.27587  -0.348
C6 2.45107 1.18335 -5.54092  -0.223
C7 2.82836 -2.62121 3.88999  -0.158
C8 3.35718 1.60815 -4.39484  -0.420
C9 1.14717 1.43302 -3.45992  -0.169
C10 -1.67374 -0.28142 1.85253  -0.459
C11 -0.85111 -4.23350 -1.84973  -0.169
C12 0.53908 -2.46450 -1.01236  -0.207
C13 -3.99751 0.52227 3.12831  -0.166
C14 -1.69082 -0.14646 3.23912  -0.174
C15 -1.71723 -2.73695 -0.17999  -0.178
C16 -2.62798 4.04112 1.15719  -0.527
C17 0.10761 0.44000 -2.89972  0.792
C18 -1.88370 -3.82993 -1.01826  -0.192
C19 2.61439 1.11498 -3.15373  -0.417
C20 -3.97391 0.41378 1.74072  -0.233
C21 -2.85939 0.25111 3.87377  -0.192
C22 -0.50650 -2.04720 -0.18420  -0.434
C23 -2.73385 4.11801 2.68482  -0.593
C24 -2.81408 0.01837 1.09868  -0.136
C25 3.24278 -1.52728 3.14022  -0.147
C26 -1.61076 3.08506 0.74020  0.544
H1 -2.88094 0.33942 4.95159  0.243
H2 -2.52547 -2.44089 0.47404  0.230
H3 2.96013 1.60255 -2.24554  0.247
H4 -3.56998 3.72954 0.70160  0.274
H5 0.48423 0.43865 -5.08205  0.477
H6 0.53663 2.06866 -5.37672  0.438
H7 -3.04261 3.16105 3.10034  0.224
H8 -2.82244 -4.36669 -1.01632  0.240
H9 2.74765 0.03884 -3.02519  0.231
H10 4.34982 1.17398 -4.48837  0.260
H11 -2.35942 5.00666 0.72403  0.279
H12 -0.35660 -2.90481 2.77525  0.230
H13 3.46588 2.69357 -4.37454  0.226
H14 -3.47721 4.86753 2.94615  0.247
H15 -1.78356 4.40701 3.12990  0.230
H16 2.59960 0.14421 -5.82483  0.232
H17 -2.79050 -0.05967 0.01724  0.231
H18 -4.86423 0.62582 1.16372  0.239
H19 1.16913 -3.87923 -2.48479  0.223
H20 -0.98688 -5.08588 -2.50164  0.238
H21 0.89068 2.45706 -3.18931  0.233
H22 1.49049 -1.94592 -0.99903  0.227
H23 -0.80604 -0.35472 3.82637  0.236
H24 3.52200 -3.09637 4.56963  0.251
H25 -4.91067 0.81695 3.62879  0.242
H26 2.52123 1.80722 -6.42711  0.244
H27 1.21879 -3.96475 4.33119  0.248
H28 4.25036 -1.14260 3.21848  0.266

---

Record 2
Entry from the Open Molecules 2025 dataset: a molecular structure, C26H28KN3O3S2 (ωB97M-V with the def2-TZVPD basis set).

Properties
charge = -2

Each line ends with the natural charge from an NBO analysis.
CARTESIAN COORDINATES (ANGSTROEM)
K1 1.09803 0.09499 2.76708  0.888
S1 0.66687 -2.11552 4.77735  -0.692
S2 -1.08964 0.97587 4.72680  -0.682
O1 3.69858 -1.33756 -2.14839  -0.545
O2 -1.36631 2.46702 -0.13383  -0.550
O3 -2.23252 -0.34335 -3.93438  -0.544
N1 0.01359 0.05354 0.39560  -0.588
N2 1.72300 0.04719 -1.20308  -0.607
N3 -0.46332 0.06684 -1.91516  -0.648
C1 -1.29129 1.43422 -5.21747  -0.272
C2 -4.07784 0.45764 1.26239  -0.231
C3 4.78178 -1.94932 -2.79820  -0.241
C4 -3.22301 -0.61901 5.46633  -0.646
C5 3.97254 -0.65969 -0.96514  0.307
C6 -3.41113 -0.71865 1.57235  -0.198
C7 -1.70715 -1.64480 -4.19630  -0.250
C8 -0.36927 2.46472 -5.37070  -0.256
C9 5.21645 -0.69016 -0.35623  -0.377
C10 3.03939 0.82849 0.76667  -0.378
C11 5.38130 0.03069 0.82595  -0.240
C12 -1.37010 0.18106 0.64692  0.138
C13 -1.05065 -1.81179 5.18794  -0.200
C14 -2.03690 1.38749 0.39638  0.239
C15 -1.77330 -3.08327 5.59107  -0.639
C16 -1.28499 0.65405 -4.08238  0.304
C17 -0.37336 0.88324 -3.03579  0.129
C18 4.32099 0.75564 1.34902  -0.293
C19 0.53814 1.93079 -3.19318  -0.240
C20 -1.72985 -0.63924 5.14283  -0.199
C21 0.53954 2.69516 -4.34739  -0.210
C22 2.92000 0.08018 -0.39910  -0.013
C23 -0.37517 3.01318 0.76151  -0.274
C24 -2.06618 -0.85452 1.26467  -0.239
C25 0.42390 0.07634 -0.81318  0.638
C26 -3.38690 1.51219 0.68212  -0.240
H1 -3.44466 -0.91943 6.49854  0.177
H2 4.40247 -2.33370 -3.74351  0.178
H3 -0.77712 3.05086 1.77733  0.199
H4 -0.17250 4.02092 0.40114  0.170
H5 -2.03462 1.21887 -5.97624  0.208
H6 -5.12222 0.57752 1.52330  0.197
H7 6.34462 0.01421 1.32876  0.182
H8 -1.14076 -3.67051 6.26231  0.202
H9 0.54554 2.42607 0.74981  0.217
H10 -3.59828 0.39238 5.32245  0.220
H11 -3.91882 -1.51887 2.09470  0.209
H12 5.58889 -1.23373 -2.98677  0.168
H13 -1.40894 -0.18450 -1.66081  0.419
H14 1.25959 3.49989 -4.43708  0.204
H15 -1.51434 -1.74043 1.55773  0.237
H16 -0.85900 -1.85975 -3.54469  0.193
H17 6.03402 -1.26535 -0.76896  0.193
H18 -1.39893 -1.71715 -5.24318  0.161
H19 -2.50710 -2.35383 -3.99564  0.187
H20 1.85985 -0.30329 -2.13633  0.400
H21 -0.36912 3.07383 -6.26474  0.199
H22 4.51377 1.29838 2.27493  0.174
H23 -3.80145 -1.28785 4.81471  0.176
H24 -3.86331 2.46358 0.48013  0.206
H25 5.18338 -2.78148 -2.21034  0.167
H26 -2.73211 -2.90822 6.08269  0.178
H27 1.23115 2.14346 -2.39137  0.246
H28 -1.95519 -3.72551 4.71806  0.184

---

Record 3
Entry from the Open Molecules 2025 dataset: a molecular structure, C26H28N7O7Tc (ωB97M-V with the def2-TZVPD basis set).

Properties
charge = +1
2S+1 = 2

Each line ends with the Mulliken spin population.
CARTESIAN COORDINATES (ANGSTROEM)
Tc1 0.14036 0.12667 -0.53373  0.816
O1 1.65142 -0.90582 -1.21434  0.047
O2 1.49777 1.18563 0.34289  0.044
O3 -0.27366 3.07083 -0.76495  0.007
O4 -0.98645 0.65961 -1.98774  0.032
O5 4.45460 -1.40838 4.48534  0.000
O6 -4.58047 -1.36528 -2.91690  -0.001
O7 3.61912 0.98184 0.91654  -0.002
N1 0.35380 -0.95139 1.26488  -0.012
N2 -2.18263 -1.24438 -1.72786  0.022
N3 -2.02045 3.70735 0.51849  0.000
N4 -1.26093 1.44398 0.49085  -0.029
N5 2.29519 -1.12266 2.74909  0.000
N6 -2.42161 -0.15589 1.68914  0.003
N7 -0.99522 -1.51894 -1.05938  -0.035
C1 -3.14029 0.57808 -3.00335  -0.007
C2 -1.12495 2.75070 0.03567  0.003
C3 -1.83714 5.07644 0.03807  0.000
C4 2.35885 -4.95219 -0.69104  0.012
C5 1.82418 -2.21341 -1.02946  0.034
C6 -3.95112 2.52705 -4.17367  0.001
C7 -5.13023 1.84014 -4.46923  -0.003
C8 3.10995 2.13671 -1.13588  0.005
C9 -2.08991 -0.04992 -2.22294  0.000
C10 -3.02535 3.36511 1.34892  0.003
C11 4.15671 -2.44768 3.57557  0.000
C12 2.79273 1.38889 0.12814  0.013
C13 3.39537 -4.04380 -0.91240  0.001
C14 1.29748 -1.00002 1.95518  0.014
C15 3.48228 -1.90513 2.32744  -0.001
C16 -5.32279 0.54436 -4.04064  0.002
C17 -3.19553 2.09103 1.76341  -0.001
C18 3.13498 -2.69999 -1.08315  0.004
C19 3.28047 -0.76438 4.93352  0.000
C20 1.06158 -4.49533 -0.67046  -0.006
C21 -0.60927 -2.74499 -1.01885  0.035
C22 -4.33336 -0.10653 -3.30295  -0.003
C23 -2.96810 1.89720 -3.44709  0.000
C24 2.56429 -0.09139 3.77584  0.006
C25 -2.26825 1.11423 1.30441  0.004
C26 0.76589 -3.13323 -0.82838  -0.010
H1 3.18776 0.68011 3.31927  0.000
H2 2.57610 -6.00351 -0.56489  0.001
H3 -3.17029 -0.39110 2.31541  0.000
H4 -0.87432 5.45940 0.36832  0.000
H5 2.87338 1.48441 -1.98000  0.001
H6 -3.68403 4.16481 1.65809  0.000
H7 -1.69934 -0.83755 1.51738  0.002
H8 -1.35063 -3.50397 -1.25743  -0.002
H9 -1.86186 5.08952 -1.04846  0.000
H10 -2.63883 5.69269 0.43497  0.000
H11 -5.90592 2.32650 -5.04649  0.000
H12 4.15950 2.41091 -1.17010  0.000
H13 -6.23243 0.00309 -4.26326  0.000
H14 0.23792 -5.18863 -0.54385  -0.001
H15 2.61541 -1.48936 5.41992  0.000
H16 4.41619 -4.40133 -0.96090  0.000
H17 -3.82253 -1.71212 -2.40981  0.000
H18 3.92820 -1.98340 -1.25423  0.000
H19 -2.04021 2.40413 -3.21411  -0.001
H20 -4.00444 1.82073 2.42337  0.000
H21 2.47077 3.01582 -1.21098  0.000
H22 -3.80940 3.54235 -4.51811  0.000
H23 5.10028 -2.91871 3.30931  0.000
H24 3.58409 -0.02022 5.66634  0.000
H25 3.51105 -3.19623 4.05419  0.000
H26 3.15341 -2.71616 1.68022  0.001
H27 1.61613 0.34097 4.09133  -0.001
H28 4.14473 -1.23829 1.77548  0.000

---

no.,DFT total energy (hartree),maximum force (Eh/bohr)
1,-2336.6895,0.0083
2,-2793.8131,0.0116
3,-1998.2151,0.0178